# 1
Computed, not measured: a single C5H8O2 molecule, with ωB97M-V/def2-TZVPD.

```
15
Properties=species:S:1:pos:R:3:mulliken_charge:R:1
O 0.43804 0.12665 2.72238 -0.518
C 0.72723 1.01289 1.70369 -0.211
C -0.05491 1.15793 0.66487 -0.095
C -0.87460 1.01085 -0.34608 -0.334
C -0.69482 -0.05958 -1.40558 -0.414
C 0.51604 -0.96858 -1.18620 -0.594
O 0.32753 -1.85041 -0.09735 -0.531
H -0.51655 -0.03417 2.68489 0.385
H 1.64815 1.55230 1.88271 0.339
H -1.76860 1.63252 -0.40532 0.340
H -1.59714 -0.68832 -1.41530 0.291
H -0.64140 0.40801 -2.39625 0.333
H 0.65784 -1.60398 -2.07040 0.351
H 1.42322 -0.35287 -1.05779 0.322
H 0.40996 -1.34325 0.72173 0.336
```

Computed properties:
Energy relative to the best compared isomer or geometry (same formula, charge and spin) = 54.1 kcal per mole
Kohn-Sham gap = 10.0 eV
E = -9407.4878 eV
SMILES = OC=C=CCCO



# 2
Computed, not measured: a molecular structure, C5H7N2S, with ωB97M-V/def2-TZVPD.

```
15
Properties=species:S:1:pos:R:3:mulliken_charge:R:1
C -0.45650 -1.09682 0.06440 -0.534
C -0.41962 0.26696 0.03536 0.579
C 1.65252 -0.49428 0.06696 0.061
C 3.63651 -0.61444 -0.10980 0.028
C -1.50408 1.27030 0.00493 -1.183
N 0.84099 -1.53975 0.07533 -0.019
N 0.91458 0.60780 0.03472 -0.004
S 4.46724 0.69100 0.01940 -0.092
H -1.28736 -1.76986 0.06744 0.413
H 3.83316 -1.65028 -0.28273 0.317
H -1.39535 1.97982 0.82398 0.346
H -1.48453 1.82867 -0.93024 0.333
H -2.46786 0.77742 0.09213 0.320
H 1.13012 -2.50666 0.10899 0.198
H 1.27778 1.55077 0.01704 0.237
```

Computed properties:
Energy relative to the best compared isomer or geometry (same formula, charge and spin) = 31.0 kcal per mole
Kohn-Sham gap = 8.8 eV
Charge = +1
E = -19105.7359 eV



# 3
Computed, not measured: a single C15H10F5N5O molecule, with ωB97M-V/def2-TZVPD.

```
36
Properties=species:S:1:pos:R:3:mulliken_charge:R:1
C -5.10924 -2.34198 -2.53282 -1.026
C -4.17514 -1.28926 -2.29416 0.895
C -4.28230 0.08775 -2.66816 -1.134
C -3.26047 0.96873 -2.33251 0.848
C -3.33266 2.35205 -2.68892 0.011
F -3.45117 2.74237 -4.15811 -0.293
F -4.67668 2.89856 -2.18304 -0.297
N -2.21345 0.58692 -1.63459 0.460
N -1.28503 1.50312 -0.91366 -0.693
C -0.51911 0.55530 -0.37146 0.426
C 0.71498 0.85603 0.41543 0.132
O 1.13160 2.08437 0.32355 -0.643
N 1.23994 -0.25389 0.92245 -0.075
C 2.34674 -0.57688 1.49734 0.666
C 2.70969 -1.74637 2.24035 -0.386
C 3.86395 -2.02503 2.86534 -0.667
C 4.74369 -0.91907 3.29874 -0.956
C 4.47722 0.39575 2.57616 -0.037
C 5.24273 1.42577 2.89655 1.015
F 5.83978 2.14985 1.92627 -0.292
F 6.22395 1.35764 3.77900 -0.304
F 4.60297 2.48647 3.45411 -0.292
C 3.20312 0.59616 2.00109 -0.389
N -0.95539 -0.65417 -0.62211 -0.561
C -2.16588 -0.68854 -1.21272 0.125
N -3.13625 -1.74219 -1.58301 -0.546
H -5.06948 -2.30361 -3.68817 0.281
H -5.97433 -2.04660 -2.16878 0.369
H -4.76241 -3.50234 -2.13278 0.275
H -5.09514 0.11387 -3.14342 0.748
H -2.55600 3.05433 -2.38654 0.263
H 0.66306 -1.20246 0.69586 0.375
H 2.21737 -2.77669 1.65360 0.125
H 4.07937 -2.93676 3.10209 0.596
H 5.63336 -0.82039 3.63328 0.682
H 3.08664 1.61115 1.43375 0.301
```

Computed properties:
Kohn-Sham gap = 7.3 eV
E = -38793.5545 eV
SMILES = Cc1cc(C(F)F)n2nc(C(=O)Nc3cccc(C(F)(F)F)c3)nc2n1



# 4
Computed, not measured: a molecular structure, C17H23Cl2NO4S, with ωB97M-V/def2-TZVPD.

```
48
Properties=species:S:1:pos:R:3:mulliken_charge:R:1
C -1.21084 -2.73933 1.42582 -1.472
H -1.91957 -2.06698 1.57635 0.445
H -0.29105 -2.49346 2.02006 0.253
H -1.56704 -3.79122 1.43235 0.446
C -0.74783 -2.69980 -0.24028 2.091
C -1.93410 -2.93606 -1.03686 -1.543
H -2.86185 -2.39781 -0.70039 0.240
H -2.15582 -3.88394 -1.15931 0.568
H -1.62047 -2.59347 -2.20010 0.193
C 0.49985 -3.45007 -0.35977 -0.898
C 1.62349 -2.66316 0.38374 0.382
O 1.80811 -3.05714 1.42481 -0.500
N 2.54465 -2.22672 -0.42900 0.406
C 2.36341 -1.37803 -1.58658 -1.236
H 1.47871 -1.92594 -2.25879 0.331
C 2.05563 0.01767 -1.38615 0.021
H 2.33065 0.34397 -2.43551 0.277
H 1.05781 0.19675 -1.13994 -0.328
C 3.19639 0.81029 -0.55625 0.923
O 3.68032 1.89155 -0.91246 -0.581
H 2.97478 2.50203 -1.29994 0.525
C 4.11671 -0.17681 -0.01199 -0.621
H 4.80237 -0.28971 -1.02934 0.206
H 4.83560 0.24189 0.73487 0.492
C 3.73071 -1.43682 0.12537 -1.169
H 3.58681 -1.52511 1.42440 0.338
H 4.52183 -2.55511 0.24204 0.176
C 2.37097 1.22628 0.76129 -0.911
H 1.72621 0.17687 1.32397 0.110
H 3.04368 1.44935 1.60464 0.552
S 1.09374 2.48324 0.46300 1.447
O 1.22584 2.92247 -0.92657 -0.736
O 1.15516 3.29964 1.65962 -0.711
C -0.55204 1.43479 0.51434 0.011
C -1.26594 1.35310 -0.63931 -0.199
C -2.45340 1.04590 -0.58086 0.472
C -3.01583 0.44215 0.42750 -0.434
C -2.32873 0.62172 2.04550 -0.973
C -1.08140 1.20683 1.76429 -0.316
H -0.61457 1.44537 2.74808 0.288
H -2.68887 0.21725 2.87395 0.647
Cl -4.74760 -0.19756 0.88422 -0.158
Cl -3.47272 0.60288 -2.04940 -0.235
H -0.85237 1.63516 -1.53947 0.784
H 3.13221 -1.61199 -2.29229 0.509
H 0.79343 -3.57868 -1.43147 0.329
H 0.35303 -4.50477 0.10649 0.419
H -0.36094 -1.61462 -0.17086 -0.858
```

Computed properties:
Energy relative to the best compared isomer or geometry (same formula, charge and spin) = 347.1 kcal per mole
Kohn-Sham gap = 8.2 eV
E = -63548.0789 eV



# 5
Computed, not measured: a molecular structure, C6H9N, with ωB97M-V/def2-TZVPD.

```
16
Properties=species:S:1:pos:R:3:mulliken_charge:R:1
C 2.04828 -0.06582 -0.14646 -1.121
C 0.66818 0.47274 -0.25371 0.468
C -0.39475 0.62989 0.77417 0.075
C -1.07502 1.37211 -0.39679 -0.525
N -0.03891 0.76941 -1.29323 -0.670
C -1.14508 -1.54936 -0.28698 -0.751
C -0.85320 -0.81539 0.79692 -0.390
H 2.72458 0.75490 -0.39589 0.323
H 2.21943 -0.88314 -0.85102 0.282
H 2.28177 -0.40925 0.86745 0.309
H -0.28418 1.08985 1.76544 0.427
H -2.13763 1.18170 -0.59106 0.294
H -0.87969 2.44818 -0.39100 0.293
H -0.78879 -1.35711 -1.29644 0.344
H -1.79103 -2.40827 -0.18611 0.283
H -0.90382 -1.27695 1.77555 0.357
```

Computed properties:
Energy relative to the best compared isomer or geometry (same formula, charge and spin) = 67.0 kcal per mole
Kohn-Sham gap = 10.3 eV
E = -7855.2559 eV



# 6
Computed, not measured: a single C4H8O2 molecule, with ωB97M-V/def2-TZVPD.

```
14
Properties=species:S:1:pos:R:3:mulliken_charge:R:1
C -0.92569 0.45874 -1.85613 -1.083
C -0.19447 0.48111 -0.53106 0.595
O -0.34582 1.41478 0.23339 -0.561
C 0.67401 -0.69908 -0.12472 -0.327
C 0.51002 -0.96491 1.36996 -0.553
O -0.84658 -1.18322 1.70035 -0.534
H -0.53377 1.23142 -2.52649 0.293
H -0.86553 -0.50995 -2.35187 0.310
H -1.97517 0.69967 -1.66382 0.289
H 0.39441 -1.58476 -0.70083 0.310
H 1.72453 -0.47072 -0.35754 0.284
H 0.92759 -0.12622 1.94030 0.270
H 1.05104 -1.87352 1.64700 0.373
H -1.27521 -0.31738 1.68085 0.333
```

Computed properties:
Energy relative to the best compared isomer or geometry (same formula, charge and spin) = 20.2 kcal per mole
Kohn-Sham gap = 10.9 eV
E = -8372.4065 eV
SMILES = CC(=O)CCO



# 7
Computed, not measured: 2 unconnected molecules or ions with the total composition C5H9NO, with ωB97M-V/def2-TZVPD.

```
16
Properties=species:S:1:pos:R:3:mulliken_charge:R:1
C 2.01205 -0.59076 0.78877 -0.622
C -0.96608 -0.38714 -0.56869 -0.369
C -0.33571 0.54476 -1.52448 -0.806
C -1.68494 0.26602 0.53086 -0.369
O -1.58948 1.67750 0.64721 -0.520
C 1.77819 -1.83545 0.05355 0.341
N 1.58847 -2.81639 -0.52879 -0.388
H 1.06506 -0.08449 0.98998 0.095
H 2.50061 -0.78926 1.74582 0.322
H 2.64236 0.08558 0.20612 0.259
H 0.51137 0.09206 -2.05070 0.286
H -0.11819 1.56716 -1.18724 0.302
H -1.13307 0.61816 -2.29026 0.365
H -2.72713 -0.07443 0.37607 0.454
H -1.36189 -0.24015 1.45982 0.374
H -2.18162 1.96682 1.35195 0.275
```

Computed properties:
Energy relative to the best compared isomer or geometry (same formula, charge and spin) = 113.8 kcal per mole
Kohn-Sham gap = 8.7 eV
E = -8864.2782 eV